This record from OMol25 describes a single C5H5O2PS2 molecule. The level of theory is wB97M-V/def2-TZVPD.

Geometry (Å):
1 S -0.410 2.456 0.688
2 S -1.322 0.255 -1.749
3 P 0.599 1.281 -0.753
4 O 1.191 0.241 0.263
5 O 1.589 1.902 -1.652
6 C 2.445 -0.406 -0.174
7 C -2.272 0.613 -0.278
8 C -1.924 1.563 0.594
9 C -4.526 -0.663 -0.026
10 C -3.458 -0.089 -0.093
11 H 2.498 -0.655 -1.253
12 H 3.228 0.315 -0.015
13 H -2.397 1.758 1.457
14 H -5.443 -1.177 -0.119
15 H 2.622 -1.301 0.389

For the LUMO energy, the calculation gives -0.2 eV. As for the SMILES: C#CC1=CS[P@@](=O)(OC)S1. The calculation puts the gap between HOMO and LUMO at 8.3749 eV.

Atom charges from the Mulliken analysis, given in e for atoms 1 to 6:
1 S -0.153
2 S -0.198
3 P 0.612
4 O -0.167
5 O -0.551
6 C -0.643